# 1
{
  "formula": "C51H117N5O21",
  "method": "ωB97M-V with the def2-TZVPD basis set",
  "symbols": ["C", "C", "N", "C", "C", "C", "C", "H", "H", "H", "H", "H", "H", "H", "H", "H", "H", "H", "H", "H", "H", "H", "C", "C", "N", "C", "C", "C", "C", "H", "H", "H", "H", "H", "H", "H", "H", "H", "H", "H", "H", "H", "H", "H", "C", "C", "N", "C", "C", "C", "C", "H", "H", "H", "H", "H", "H", "H", "H", "H", "H", "H", "H", "H", "H", "H", "C", "C", "N", "C", "C", "C", "C", "H", "H", "H", "H", "H", "H", "H", "H", "H", "H", "H", "H", "H", "H", "H", "C", "C", "N", "C", "C", "C", "C", "H", "H", "H", "H", "H", "H", "H", "H", "H", "H", "H", "H", "H", "H", "H", "C", "O", "C", "O", "O", "C", "H", "H", "H", "H", "H", "H", "C", "O", "C", "O", "O", "C", "H", "H", "H", "H", "H", "H", "C", "O", "C", "O", "O", "C", "H", "H", "H", "H", "H", "H", "C", "O", "C", "O", "O", "C", "H", "H", "H", "H", "H", "H", "C", "O", "C", "O", "O", "C", "H", "H", "H", "H", "H", "H", "C", "O", "C", "O", "O", "C", "H", "H", "H", "H", "H", "H", "C", "O", "C", "O", "O", "C", "H", "H", "H", "H", "H", "H"],
  "xyz": [[-4.396, -3.560, 3.774], [-3.367, -4.404, 2.985], [-2.256, -3.729, 2.340], [-1.316, -3.162, 3.312], [0.179, -3.509, 3.010], [-2.570, -2.634, 1.356], [-3.563, -3.010, 0.271], [-5.086, -4.271, 4.234], [-4.842, -2.763, 3.193], [-3.826, -2.998, 4.586], [-2.826, -5.095, 3.623], [-3.900, -4.957, 2.277], [-1.401, -2.094, 3.481], [-1.532, -3.741, 4.212], [0.342, -4.524, 2.707], [0.555, -2.820, 2.267], [0.673, -3.312, 3.976], [-1.619, -2.413, 0.862], [-2.908, -1.783, 1.934], [-4.624, -3.107, 0.661], [-3.397, -3.854, -0.420], [-3.716, -2.154, -0.429], [-3.692, 7.372, 0.023], [-2.293, 6.766, 0.189], [-1.954, 6.262, 1.546], [-0.580, 6.087, 1.841], [0.119, 5.000, 0.925], [-2.823, 5.181, 1.877], [-2.850, 4.970, 3.377], [-3.621, 8.141, -0.758], [-4.104, 7.884, 0.899], [-4.457, 6.676, -0.316], [-2.188, 5.918, -0.467], [-1.506, 7.462, -0.131], [-0.504, 5.840, 2.909], [-0.082, 7.072, 1.758], [-0.578, 4.163, 0.942], [1.094, 4.732, 1.326], [0.240, 5.367, -0.107], [-3.822, 5.451, 1.530], [-2.614, 4.260, 1.345], [-3.609, 4.237, 3.683], [-1.894, 4.694, 3.821], [-3.165, 5.916, 3.880], [-4.096, 0.248, -5.634], [-3.581, 1.114, -4.440], [-2.594, 2.111, -4.886], [-3.120, 3.125, -5.781], [-2.034, 3.934, -6.527], [-1.705, 2.556, -3.821], [-2.418, 3.460, -2.798], [-3.268, -0.232, -6.161], [-4.694, 0.796, -6.325], [-4.697, -0.566, -5.216], [-4.437, 1.578, -3.918], [-3.077, 0.472, -3.707], [-3.722, 2.579, -6.534], [-3.762, 3.801, -5.215], [-1.384, 3.222, -7.048], [-2.522, 4.597, -7.253], [-1.456, 4.581, -5.852], [-0.845, 3.037, -4.256], [-1.399, 1.650, -3.273], [-1.776, 3.815, -1.995], [-3.342, 3.062, -2.434], [-2.843, 4.381, -3.262], [5.740, -7.317, -1.486], [4.970, -6.167, -0.894], [3.710, -5.869, -1.578], [2.809, -7.029, -1.690], [2.524, -7.697, -0.336], [3.841, -5.172, -2.916], [2.460, -4.714, -3.478], [6.617, -7.536, -0.849], [6.058, -7.089, -2.534], [5.252, -8.317, -1.543], [4.704, -6.304, 0.145], [5.549, -5.251, -0.950], [1.849, -6.668, -1.978], [3.211, -7.785, -2.418], [3.331, -8.333, 0.007], [2.333, -6.967, 0.459], [1.626, -8.323, -0.474], [4.257, -5.769, -3.674], [4.497, -4.336, -2.665], [1.750, -4.327, -2.732], [2.025, -5.532, -4.073], [2.766, -3.916, -4.165], [-2.790, 0.278, 5.097], [-2.086, 1.471, 4.482], [-0.778, 1.092, 3.893], [-0.996, 0.575, 2.537], [0.167, -0.173, 1.972], [0.151, 2.189, 3.877], [0.515, 2.691, 5.319], [-3.663, 0.665, 5.622], [-2.092, -0.076, 5.869], [-3.060, -0.454, 4.351], [-2.729, 2.031, 3.760], [-1.824, 2.091, 5.327], [-1.847, -0.095, 2.507], [-1.252, 1.408, 1.799], [0.929, 0.535, 1.581], [0.577, -0.833, 2.708], [-0.097, -0.824, 1.123], [-0.255, 3.030, 3.285], [1.079, 1.847, 3.434], [0.805, 1.821, 5.918], [-0.260, 3.230, 5.833], [1.364, 3.388, 5.190], [0.094, -0.636, -5.037], [1.240, -1.283, -4.474], [2.315, -0.555, -4.215], [3.331, -1.003, -3.708], [2.175, 0.707, -4.702], [3.354, 1.585, -4.484], [0.348, -0.220, -6.004], [-0.243, 0.273, -4.489], [-0.677, -1.349, -5.050], [3.337, 2.233, -5.370], [4.241, 0.984, -4.394], [3.190, 2.210, -3.579], [1.013, 7.086, -2.652], [2.253, 6.911, -1.909], [2.604, 5.632, -1.734], [2.024, 4.736, -2.242], [3.766, 5.567, -1.050], [4.370, 4.287, -1.089], [0.767, 8.139, -2.700], [0.156, 6.646, -2.142], [1.076, 6.605, -3.638], [5.246, 4.342, -0.460], [4.540, 4.022, -2.130], [3.636, 3.521, -0.781], [3.671, -4.797, 2.509], [3.580, -3.823, 3.583], [3.607, -2.531, 3.182], [3.662, -2.135, 2.038], [3.611, -1.791, 4.267], [3.491, -0.343, 4.104], [2.621, -5.076, 2.271], [4.165, -5.692, 2.945], [4.223, -4.413, 1.671], [4.353, 0.150, 3.610], [3.174, 0.190, 5.010], [2.689, -0.263, 3.345], [4.430, 0.170, -0.463], [3.683, 1.175, 0.276], [4.243, 1.865, 1.195], [3.536, 2.498, 2.001], [5.619, 1.795, 1.175], [6.216, 2.603, 2.217], [4.754, -0.614, 0.181], [5.237, 0.598, -1.023], [3.720, -0.150, -1.226], [5.475, 3.083, 2.822], [6.844, 3.294, 1.668], [6.914, 1.939, 2.733], [1.838, -2.116, -0.463], [0.493, -1.947, -1.125], [0.040, -0.732, -1.423], [-1.137, -0.605, -1.691], [0.958, 0.220, -1.226], [0.419, 1.573, -1.234], [1.679, -2.802, 0.325], [2.117, -1.191, 0.025], [2.539, -2.305, -1.250], [-0.623, 1.445, -0.938], [0.456, 2.041, -2.205], [1.028, 2.142, -0.564], [-0.780, -7.240, 2.358], [-1.365, -7.670, 1.098], [-1.257, -6.839, 0.071], [-1.841, -7.131, -0.976], [-0.471, -5.771, 0.287], [-0.405, -4.810, -0.744], [0.323, -7.329, 2.320], [-1.195, -7.941, 3.083], [-1.005, -6.215, 2.655], [-1.284, -4.187, -0.669], [-0.525, -5.343, -1.690], [0.561, -4.300, -0.683], [-3.393, 0.827, -0.351], [-4.066, 1.188, 0.881], [-4.933, 2.211, 0.715], [-5.287, 2.648, -0.349], [-5.478, 2.437, 1.909], [-6.384, 3.551, 1.981], [-4.068, 0.331, -1.028], [-2.608, 0.180, 0.002], [-2.969, 1.707, -0.780], [-6.941, 3.416, 2.914], [-6.984, 3.543, 1.044], [-5.810, 4.497, 2.038]],
  "lowdin_charge": [-0.07, -0.26, -0.17, -0.22, -0.05, -0.23, -0.08, 0.07, 0.06, 0.08, 0.10, 0.09, 0.09, 0.11, 0.04, 0.03, 0.09, 0.10, 0.09, 0.09, 0.08, 0.07, -0.08, -0.23, -0.21, -0.23, -0.05, -0.28, -0.08, 0.07, 0.08, 0.06, 0.09, 0.11, 0.10, 0.12, 0.05, 0.07, 0.05, 0.09, 0.10, 0.06, 0.05, 0.10, -0.08, -0.23, -0.21, -0.25, -0.08, -0.25, -0.07, 0.07, 0.04, 0.07, 0.11, 0.10, 0.11, 0.10, 0.08, 0.07, 0.06, 0.10, 0.07, 0.06, 0.04, 0.08, -0.10, -0.27, -0.18, -0.25, -0.08, -0.21, -0.07, 0.08, 0.08, 0.07, 0.08, 0.11, 0.08, 0.13, 0.06, 0.06, 0.08, 0.08, 0.11, 0.06, 0.08, 0.06, -0.07, -0.25, -0.16, -0.25, -0.08, -0.25, -0.07, 0.08, 0.09, 0.04, 0.12, 0.09, 0.07, 0.13, 0.09, 0.06, 0.06, 0.10, 0.09, 0.07, 0.04, 0.08, -0.02, 0.02, -0.59, 0.09, -0.04, 0.02, 0.10, 0.09, 0.09, 0.10, 0.08, 0.09, -0.02, 0.01, -0.63, 0.12, 0.01, -0.03, 0.09, 0.07, 0.10, 0.10, 0.10, 0.09, -0.02, -0.01, -0.61, 0.10, 0.01, 0.01, 0.09, 0.11, 0.08, 0.09, 0.10, 0.07, 0.02, 0.01, -0.63, 0.06, -0.04, -0.02, 0.09, 0.09, 0.07, 0.08, 0.09, 0.10, 0.02, -0.02, -0.63, 0.10, -0.03, 0.02, 0.06, 0.06, 0.09, 0.08, 0.08, 0.08, -0.02, 0.01, -0.59, 0.09, -0.04, -0.02, 0.09, 0.10, 0.06, 0.08, 0.10, 0.07, -0.03, -0.01, -0.61, 0.12, -0.02, -0.02, 0.10, 0.06, 0.06, 0.10, 0.10, 0.08],
  "smiles": "CCN(CC)CC.CCN(CC)CC.CCN(CC)CC.CCN(CC)CC.CCN(CC)CC.COC(=O)OC.COC(=O)OC.COC(=O)OC.COC(=O)OC.COC(=O)OC.COC(=O)OC.COC(=O)OC",
  "molar_mass_g_mol": 1136.5,
  "relative_energy_ev": 0.000,
  "charge": 0,
  "fmax_ha_per_bohr": 0.065,
  "gap_ev": 8.493
}

# 2
{
  "formula": "C51H124B5F20N10O6",
  "method": "ωB97M-V with the def2-TZVPD basis set",
  "symbols": ["C", "N", "C", "C", "C", "C", "O", "H", "H", "H", "H", "H", "H", "H", "H", "H", "H", "H", "H", "H", "H", "C", "N", "C", "C", "C", "C", "O", "H", "H", "H", "H", "H", "H", "H", "H", "H", "H", "H", "H", "H", "H", "C", "N", "C", "C", "C", "C", "O", "H", "H", "H", "H", "H", "H", "H", "H", "H", "H", "H", "H", "H", "H", "C", "C", "N", "C", "C", "N", "C", "C", "H", "H", "H", "H", "H", "H", "H", "H", "H", "H", "H", "C", "C", "N", "C", "C", "N", "C", "C", "H", "H", "H", "H", "H", "H", "H", "H", "H", "H", "H", "C", "C", "N", "C", "C", "C", "C", "C", "O", "C", "H", "H", "H", "H", "H", "H", "H", "H", "H", "H", "H", "H", "H", "H", "H", "H", "H", "H", "H", "H", "C", "C", "N", "C", "C", "C", "C", "C", "O", "C", "H", "H", "H", "H", "H", "H", "H", "H", "H", "H", "H", "H", "H", "H", "H", "H", "H", "H", "H", "H", "C", "C", "N", "C", "C", "C", "C", "C", "O", "C", "H", "H", "H", "H", "H", "H", "H", "H", "H", "H", "H", "H", "H", "H", "H", "H", "H", "H", "H", "H", "B", "F", "F", "F", "F", "B", "F", "F", "F", "F", "B", "F", "F", "F", "F", "B", "F", "F", "F", "F", "B", "F", "F", "F", "F"],
  "xyz": [[-1.854, -3.013, -1.520], [-2.166, -3.175, -3.057], [-2.854, -1.807, -3.547], [-0.839, -3.234, -3.780], [-3.095, -4.335, -3.240], [-2.616, -5.610, -2.605], [-3.535, -6.613, -2.926], [-1.160, -3.764, -1.141], [-2.823, -3.062, -1.023], [-1.329, -2.059, -1.558], [-2.100, -1.064, -3.287], [-3.802, -1.634, -3.039], [-2.898, -1.789, -4.636], [-0.961, -3.207, -4.863], [-0.226, -4.089, -3.494], [-0.173, -2.429, -3.470], [-3.345, -4.365, -4.301], [-4.040, -4.114, -2.744], [-2.393, -5.567, -1.539], [-1.694, -5.924, -3.095], [-3.481, -6.882, -3.847], [0.815, 2.058, -0.381], [-0.059, 1.475, 0.777], [0.422, 2.240, 2.019], [-1.573, 1.819, 0.431], [0.206, -0.040, 0.779], [-0.141, -0.726, 2.131], [-1.517, -0.510, 2.468], [0.721, 3.138, -0.497], [0.457, 1.619, -1.312], [1.863, 1.803, -0.221], [0.326, 3.300, 1.785], [1.484, 1.994, 2.020], [-0.190, 1.874, 2.844], [-1.989, 1.128, -0.302], [-1.605, 2.842, 0.058], [-2.176, 1.782, 1.338], [1.279, -0.117, 0.604], [-0.332, -0.499, -0.051], [0.596, -0.374, 2.853], [0.103, -1.772, 1.947], [-1.553, -0.314, 3.407], [7.985, -0.334, -2.764], [7.529, 1.122, -2.980], [8.520, 2.023, -2.268], [7.613, 1.621, -4.428], [5.952, 1.355, -2.558], [5.769, 1.651, -1.078], [5.904, 0.467, -0.198], [7.340, -0.918, -3.422], [7.875, -0.535, -1.699], [8.987, -0.356, -3.192], [8.466, 1.711, -1.225], [8.173, 3.049, -2.389], [9.550, 1.933, -2.612], [7.477, 2.700, -4.508], [6.896, 0.938, -4.882], [8.581, 1.458, -4.902], [5.454, 0.466, -2.947], [5.608, 2.199, -3.156], [4.748, 2.023, -0.987], [6.320, 2.543, -0.781], [5.860, 0.852, 0.680], [-1.480, 4.232, 5.182], [-2.705, 5.214, 5.177], [-3.956, 4.647, 5.865], [-5.199, 5.281, 5.852], [-6.084, 4.356, 6.375], [-5.423, 3.252, 6.793], [-4.166, 3.406, 6.432], [-6.022, 1.978, 7.291], [-0.627, 4.773, 4.774], [-1.684, 3.360, 4.560], [-1.237, 3.871, 6.181], [-3.065, 5.420, 4.169], [-2.481, 6.110, 5.755], [-5.371, 6.279, 5.478], [-7.136, 4.530, 6.550], [-3.396, 2.656, 6.540], [-7.077, 2.113, 7.530], [-5.415, 1.689, 8.149], [-5.974, 1.237, 6.493], [-0.584, -4.314, 8.085], [-1.089, -3.195, 7.150], [-1.151, -3.525, 5.693], [-0.113, -4.012, 4.865], [-0.673, -4.160, 3.581], [-2.027, -3.825, 3.662], [-2.250, -3.332, 4.952], [-3.071, -4.065, 2.630], [0.481, -4.352, 7.855], [-1.107, -5.261, 7.952], [-0.772, -3.975, 9.104], [-0.369, -2.379, 7.206], [-2.056, -2.838, 7.505], [0.889, -4.108, 5.256], [-0.353, -4.492, 2.604], [-3.233, -3.234, 5.389], [-2.638, -4.838, 1.996], [-3.265, -3.079, 2.206], [-3.899, -4.584, 3.113], [-5.516, -0.965, 4.391], [-6.480, -0.762, 3.180], [-6.037, 0.374, 2.139], [-4.522, 0.169, 1.908], [-6.901, 0.284, 0.854], [-8.418, 0.356, 0.983], [-6.279, 1.818, 2.791], [-5.852, 3.098, 1.989], [-4.451, 3.224, 1.996], [-4.017, 4.448, 1.374], [-5.845, -1.863, 4.915], [-5.425, -0.145, 5.104], [-4.481, -1.151, 4.105], [-7.504, -0.501, 3.449], [-6.343, -1.640, 2.548], [-4.266, -0.819, 1.525], [-3.874, 0.464, 2.733], [-4.335, 0.857, 1.084], [-6.688, -0.727, 0.508], [-6.491, 1.010, 0.152], [-8.879, -0.100, 1.859], [-8.900, -0.004, 0.074], [-8.739, 1.388, 1.126], [-5.874, 1.731, 3.799], [-7.347, 1.872, 3.002], [-6.233, 3.976, 2.511], [-6.226, 2.903, 0.984], [-4.421, 4.535, 0.365], [-2.936, 4.531, 1.262], [-4.526, 5.304, 1.815], [4.358, 2.813, -7.711], [3.661, 3.393, -6.404], [2.349, 2.612, -5.906], [2.931, 1.267, -5.359], [1.713, 3.303, -4.703], [2.591, 3.898, -3.615], [1.372, 2.268, -7.099], [0.048, 1.525, -6.764], [-0.888, 2.400, -6.189], [-1.757, 1.679, -5.286], [4.987, 1.951, -7.490], [5.152, 3.497, -8.011], [3.664, 2.638, -8.533], [3.133, 4.310, -6.669], [4.401, 3.635, -5.641], [2.101, 0.660, -4.998], [3.571, 1.439, -4.494], [3.385, 0.718, -6.184], [0.973, 2.622, -4.282], [1.163, 4.157, -5.098], [3.110, 4.750, -4.055], [3.291, 3.213, -3.138], [2.069, 4.209, -2.710], [1.972, 1.590, -7.705], [1.170, 3.192, -7.641], [0.251, 0.645, -6.154], [-0.382, 1.137, -7.688], [-2.501, 2.389, -4.925], [-1.230, 1.112, -4.519], [-2.299, 0.910, -5.837], [6.385, -4.066, -3.290], [4.859, -4.341, -3.229], [4.225, -4.242, -1.757], [2.781, -4.810, -1.705], [5.087, -5.141, -0.773], [5.451, -6.632, -1.276], [4.311, -2.777, -1.296], [3.754, -2.470, 0.117], [4.425, -3.108, 1.135], [3.942, -2.907, 2.448], [6.554, -2.991, -3.343], [6.705, -4.348, -4.293], [7.194, -4.531, -2.727], [4.687, -5.336, -3.638], [4.331, -3.657, -3.894], [2.840, -5.791, -2.177], [2.169, -4.076, -2.228], [2.598, -4.853, -0.631], [4.640, -5.144, 0.221], [5.980, -4.534, -0.622], [6.094, -6.628, -2.156], [4.536, -7.139, -1.583], [5.932, -7.176, -0.463], [3.787, -2.228, -2.078], [5.365, -2.564, -1.474], [2.669, -2.559, 0.178], [3.890, -1.396, 0.240], [3.852, -1.835, 2.622], [4.613, -3.415, 3.141], [2.981, -3.355, 2.702], [4.625, 1.705, 2.574], [4.798, 3.086, 2.525], [4.116, 1.446, 3.830], [3.705, 1.303, 1.585], [5.786, 0.972, 2.321], [1.600, -0.652, -2.656], [0.998, -1.168, -1.551], [0.644, 0.143, -3.221], [2.754, 0.060, -2.325], [1.893, -1.663, -3.579], [-0.361, 6.296, 0.232], [-1.549, 6.439, -0.449], [-0.666, 5.378, 1.201], [0.533, 5.647, -0.638], [0.227, 7.372, 0.778], [-5.342, 1.310, -2.215], [-4.105, 1.276, -1.542], [-5.986, 2.440, -1.947], [-5.090, 1.390, -3.610], [-6.093, 0.192, -1.943], [-2.071, 0.336, 5.832], [-1.082, -0.522, 5.391], [-2.587, 1.093, 4.812], [-3.142, -0.376, 6.363], [-1.385, 1.164, 6.706]],
  "lowdin_charge": [0.04, -0.29, 0.09, 0.01, -0.12, -0.26, -0.02, 0.10, 0.11, 0.08, 0.09, 0.11, 0.11, 0.12, 0.10, 0.07, 0.15, 0.14, 0.12, 0.12, 0.11, 0.03, -0.25, 0.07, 0.06, -0.09, -0.19, -0.07, 0.10, 0.09, 0.09, 0.10, 0.10, 0.10, 0.08, 0.10, 0.07, 0.12, 0.10, 0.13, 0.09, 0.04, 0.04, -0.31, 0.00, -0.01, -0.04, -0.19, -0.06, 0.08, 0.11, 0.11, 0.11, 0.11, 0.12, 0.11, 0.10, 0.11, 0.12, 0.11, 0.12, 0.13, 0.02, -0.04, -0.08, 0.00, 0.01, -0.04, -0.08, 0.00, 0.06, 0.09, 0.05, 0.08, 0.11, 0.13, 0.14, 0.13, 0.14, 0.11, 0.11, 0.07, -0.05, -0.15, -0.03, 0.04, -0.01, -0.09, 0.01, 0.03, 0.08, 0.08, 0.09, 0.13, 0.13, 0.13, 0.12, 0.16, 0.09, 0.08, 0.10, -0.06, -0.09, -0.20, 0.01, -0.15, -0.04, -0.03, -0.17, -0.21, -0.06, 0.09, 0.04, 0.05, 0.11, 0.12, 0.09, 0.08, 0.08, 0.12, 0.10, 0.07, 0.10, 0.08, 0.11, 0.12, 0.13, 0.12, 0.10, 0.08, 0.09, -0.05, -0.10, -0.20, 0.02, -0.15, -0.04, -0.03, -0.21, -0.17, -0.06, 0.06, 0.09, 0.08, 0.12, 0.11, 0.07, 0.08, 0.10, 0.12, 0.14, 0.09, 0.06, 0.09, 0.11, 0.15, 0.11, 0.14, 0.11, 0.06, 0.09, -0.07, -0.10, -0.22, 0.05, -0.11, -0.02, -0.05, -0.20, -0.19, -0.06, 0.04, 0.09, 0.09, 0.12, 0.13, 0.10, 0.09, 0.10, 0.11, 0.11, 0.06, 0.07, 0.09, 0.11, 0.12, 0.12, 0.13, 0.10, 0.10, 0.07, -1.31, 0.13, 0.13, 0.08, 0.12, -1.45, 0.14, 0.14, 0.13, 0.11, -1.41, 0.12, 0.10, 0.07, 0.18, -1.40, 0.08, 0.19, 0.07, 0.13, -1.40, 0.13, 0.14, 0.12, 0.14],
  "molar_mass_g_mol": 1407.6,
  "charge": 3,
  "fmax_ha_per_bohr": 0.071,
  "gap_ev": 8.461
}

Number 1: HOMO energy -0.2959 Eh. Number 2: HOMO energy -0.5277 Eh.